{"formula": "C14H9N4O4Sn", "method": "wB97M-V/def2-TZVPD", "total_charge": 1, "homo_ev": -12.6, "lumo_ha": -0.1612, "de_lowest_kcal_mol": 0.0, "energy_ev": -34639.0845, "symbols": ["H", "O", "N", "C", "H", "N", "C", "C", "O", "C", "Sn", "C", "C", "H", "N", "N", "C", "C", "O", "C", "C", "H", "C", "C", "H", "C", "C", "H", "H", "H", "H", "O"], "xyz": [[3.95416, -1.27610, 0.89351], [-1.86139, -0.47383, 1.79531], [0.01540, 2.21283, 0.96496], [2.97647, -1.11553, 1.32635], [-1.79015, -1.02516, -4.70808], [-0.76893, 0.93225, -0.92009], [-0.76531, 0.22765, -3.28618], [1.50339, -0.54396, 3.13339], [3.01841, -1.65883, -1.49277], [1.85766, -1.26823, 0.51820], [-1.01891, -1.48504, -0.58253], [-2.76257, 1.12528, -2.36669], [-1.82327, -0.30356, -3.90423], [0.27938, 0.04014, -3.48256], [0.63122, -1.06815, 0.98380], [1.91610, 2.65236, 2.48177], [1.05056, 2.46472, 1.74638], [1.94790, -1.64298, -0.95067], [-1.16014, -0.17181, 3.90123], [-0.97924, -0.45284, 2.62832], [0.44816, -0.70158, 2.26421], [1.32509, -0.23829, 4.15393], [-3.06974, 0.25819, -3.33154], [2.79259, -0.75949, 2.64733], [-2.10388, -0.00231, 4.06386], [-1.25883, 1.24467, -2.28618], [-0.33599, 1.60650, -0.01054], [-4.06510, -0.00097, -3.66171], [-3.43664, 1.70832, -1.75727], [-0.94131, 2.25073, -2.57350], [3.64315, -0.63581, 3.30396], [0.78176, -1.89916, -1.49194]]}